(1)
Density functional theory data (ωB97M-V with the def2-TZVPD basis set) for a molecular structure, C29H58CaClF2N4NaO13P at a distorted geometry.

Positions of all 110 atoms, in Å:
C -1.4761 3.5189 0.3736
C -2.2123 2.7971 1.5499
C -3.4900 2.1223 0.9337
C -1.3723 1.6462 2.1147
C -0.1903 2.1126 3.0268
C -0.1136 1.0527 4.1903
C -0.1036 -0.3720 3.6267
O 0.8610 -0.9351 3.1387
P 1.4561 1.8580 2.0604
O 2.0392 3.3484 1.5259
O 2.6195 1.3940 3.2256
C -0.3362 3.5181 3.7154
C -1.6260 4.3581 3.4165
C -1.2028 5.7263 2.8221
C -2.2432 4.7251 4.8045
N -2.6891 3.6849 2.6522
O -3.5244 4.5354 2.1479
H -1.6180 4.6178 0.3576
H -0.4008 3.2294 0.4156
H -1.8083 3.1497 -0.6022
H -3.7089 2.4740 -0.0791
H -4.3644 2.2135 1.5834
H -3.2774 1.0450 0.8449
H -0.9530 1.0666 1.2708
H -2.0659 1.0149 2.6950
H -1.0522 1.1914 4.7593
H 0.7081 1.2548 4.8941
H -1.0922 -0.9480 3.6110
H 1.3195 3.9666 1.3585
H 2.5765 2.0534 3.9458
H 0.5413 4.1452 3.4646
H -0.2671 3.3760 4.8031
H -2.0389 6.4151 2.6678
H -0.5581 6.1932 3.5824
H -0.5612 5.6080 1.9349
H -3.2315 5.1866 4.6769
H -1.5758 5.3488 5.4072
H -2.4367 3.7634 5.3049
C -3.1575 -2.2294 2.7960
O -2.8417 -0.9214 2.7280
H -4.1463 -2.4960 3.2325
H -3.1745 -2.8099 1.8462
H -2.4667 -2.8691 3.4228
Na -0.5101 -1.8647 5.7772
F 0.7620 1.0952 -0.2864
C 2.4136 -2.4516 0.9333
C 1.1179 -3.1184 0.5343
N 1.1978 -4.5818 0.5075
C 0.1776 -5.4114 0.0895
C 0.6426 -6.6785 0.1940
N 1.9242 -6.6007 0.6830
C 2.2340 -5.3251 0.8736
C 2.8062 -7.7404 0.9414
H 3.2273 -2.7230 0.2563
H 2.2894 -1.3690 0.9002
H 2.7049 -2.7317 1.9478
H 0.8226 -2.7816 -0.4598
H 0.3237 -2.8453 1.2304
H -0.7563 -4.9901 -0.2365
H 0.2098 -7.6385 -0.0198
H 3.1684 -4.9657 1.2560
H 3.1044 -7.8151 2.0419
H 3.6927 -7.6040 0.3212
H 2.2879 -8.6545 0.6409
C 3.8317 -7.1483 -2.4531
C 4.0725 -8.5820 -2.8550
C 5.5143 -8.9118 -3.1392
O 5.3873 -9.9915 -4.0765
C 4.2079 -9.8153 -4.7101
O 3.8699 -10.4196 -5.6932
O 3.4550 -8.8855 -4.1186
H 2.7837 -7.0023 -2.1879
H 4.4457 -6.8721 -1.5963
H 4.0459 -6.4682 -3.2791
H 3.6512 -9.2576 -2.1047
H 6.0588 -9.2290 -2.2525
H 6.0582 -8.0950 -3.6199
Cl 2.7644 -6.5554 3.1740
Ca 0.5886 5.9001 0.2935
C 5.0937 -0.1036 2.4563
N 6.1717 -1.1219 2.5951
O 6.3179 -1.9178 1.6886
O 6.8342 -1.0848 3.6138
H 4.5899 -0.2554 1.5079
H 4.4052 -0.2388 3.2828
H 5.5620 0.8755 2.4926
F 1.9728 -9.4688 -5.6600
C -1.1334 6.1069 -2.8145
O -2.2856 5.4851 -3.2957
C -3.4784 6.0915 -2.8044
C -4.6466 5.7894 -3.7193
O -4.6853 6.6022 -4.8843
C -3.7182 6.3256 -5.8919
C -4.0043 5.0635 -6.6773
O -3.6280 3.9178 -5.9304
C -4.3535 2.7654 -6.3047
H -1.0855 6.0203 -1.7103
H -0.2683 5.6056 -3.2499
H -1.1044 7.1639 -3.1021
H -3.3501 7.1774 -2.7250
H -3.6792 5.6760 -1.8076
H -5.5630 6.0291 -3.1754
H -4.6919 4.7296 -3.9740
H -2.7075 6.3213 -5.4807
H -3.7785 7.1695 -6.5831
H -3.4158 5.0700 -7.6044
H -5.0707 5.0268 -6.9284
H -5.4277 2.9166 -6.1480
H -4.0255 1.9418 -5.6736
H -4.1651 2.5102 -7.3527

Cartesian forces (eV/Å) of the 3 atoms listed first:
0.852 0.181 0.468
-1.008 -1.664 -0.846
0.407 -0.611 0.079

Summary:
E_tot (eV): -113674.420
Total charge: 0
Multiplicity: 2
Gap between HOMO and LUMO (alpha / beta) (eV): 4.6 / 4.6
LUMO (alpha / beta) (eV): -2.07 / -2.00

These are the Mulliken partial charges, in e, on atoms 1 to 99: -0.7684 1.9045 -1.3412 -3.1296 2.0271 -1.3711 -0.2766 -0.6736 0.4697 -0.5580 -0.2036 -2.3079 1.8422 -0.8883 -1.7545 0.5451 -0.6128 0.0437 0.0448 0.2622 0.2625 0.3478 0.3861 0.3997 0.5482 0.6721 0.7803 0.6276 0.0980 0.2424 0.4462 0.3928 0.4679 0.6234 -0.6014 0.4022 0.4042 0.4397 -0.6170 -0.7126 0.2467 0.1941 -0.0487 0.9563 -0.8198 -1.3667 -0.2887 0.3256 -0.4936 -0.6872 0.2264 -0.4734 -0.6781 0.6380 0.3076 0.3960 0.2542 0.2571 0.5318 0.4530 0.6151 0.1912 0.2473 0.3085 -1.4485 0.5907 -0.4747 -0.3353 0.7764 -0.4790 -0.3294 0.2321 0.3856 0.4461 0.2152 0.3062 0.3153 -0.7342 0.5606 -0.7388 0.9489 -0.5327 -0.5705 0.2565 0.2472 0.3693 -0.2021 -0.1848 -0.2674 -0.4869 -0.5038 -0.4726 -0.2988 -0.5834 -0.2349 -0.8049 -0.5459 0.4637 0.4528



(2)
Density functional theory data (ωB97M-V with the def2-TZVPD basis set) for C5H5IN2OS in the gas phase at a distorted geometry.

Positions of all 15 atoms, in Å:
C -1.2227 -0.8561 1.6878
C 0.9105 -0.4119 0.2791
C 0.1611 -0.9324 1.3117
C -0.5002 1.3923 -0.6064
C 1.1094 0.4155 -2.0264
N -1.7984 0.2433 1.3278
N 0.3817 0.4688 -0.7427
O -1.2366 2.1871 -1.0361
S -3.2663 0.8750 1.5176
I 1.2457 -2.3274 2.5256
H -1.7478 -1.5531 2.3516
H 1.9969 -0.7042 0.1611
H 0.5661 1.0306 -2.7193
H 1.3471 -0.6013 -2.1994
H 2.0534 0.7738 -1.8320

Cartesian forces (eV/Å) of the 3 atoms listed first:
-0.291 1.044 0.159
-0.351 -0.736 1.464
1.490 -0.990 -0.891

Summary:
E_tot (eV): -29225.072
Total charge: 0
Gap between HOMO and LUMO (eV): 6.2
LUMO (eV): -0.91

Formally, the natural (NBO) partial charges of the atoms, in units of the elementary charge, are as follows: -0.1516 -0.1732 -0.0769 0.9364 -0.3890 -0.5531 -0.4439 -0.3901 -0.0057 0.1370 0.2051 0.2359 0.2310 0.2309 0.2072



(3)
Density functional theory data (ωB97M-V with the def2-TZVPD basis set) for a gas-phase ion, C8H17N5OP (charge +1) at a distorted geometry.

Positions of all 32 atoms, in Å:
C -3.6700 0.2447 -0.9460
C -2.3156 0.0251 -0.4327
N -1.2116 0.4328 -0.9705
N -0.2010 0.1417 -0.0635
P 0.9427 -0.7514 -1.2501
C 0.7493 -2.5545 -1.0536
C 0.5159 0.0795 -2.9153
O 2.3100 -0.4548 -0.8635
C -0.7525 -0.4784 1.0780
C -2.0969 -0.5976 0.8641
N 0.1352 -0.5536 2.1295
N 1.3095 0.2484 1.7781
C 2.1047 0.7105 2.8366
C 0.8466 1.2640 0.8089
N 1.8415 1.9602 0.3107
H -3.8804 0.0626 -2.0473
H -3.8617 1.3122 -0.7342
H -4.2336 -0.5000 -0.4620
H 0.7761 -2.7942 0.1012
H -0.1949 -2.6990 -1.5631
H 1.5593 -2.8448 -1.7399
H 0.2670 1.1740 -2.8341
H 1.3753 -0.0359 -3.6389
H -0.3784 -0.3384 -3.3837
H -2.9265 -0.9696 1.5993
H -0.2914 -0.2085 3.0390
H 2.2924 -0.1131 3.4702
H 3.0691 0.6964 2.4466
H 1.6948 1.5626 3.3134
H -0.0377 1.7742 1.1239
H 2.5818 1.3581 0.1074
H 1.6809 2.8470 -0.1084

Cartesian forces (eV/Å) of the 3 atoms listed first:
0.247 0.588 -2.240
0.481 -0.756 0.865
-1.036 1.202 -0.125

Summary:
Relative energy (zero: lowest compared OMol25 entry of this formula, charge and spin) (eV): 0.000
E_tot (eV): -27349.091
SMILES: CC1=N[N@+]2(P(C)(C)=O)C(=C1)NN(C)[C@H]2N
Total charge: +1
Gap between HOMO and LUMO (eV): 8.9
LUMO (eV): -3.36

Formally, the natural (NBO) partial charges of the atoms, in units of the elementary charge, are as follows: -0.6670 0.2731 -0.3364 -0.4578 2.0469 -0.9877 -0.9645 -1.1131 0.3470 -0.3553 -0.4355 -0.2796 -0.4461 0.3583 -0.7501 0.2585 0.2617 0.2364 0.2952 0.2426 0.2845 0.2795 0.2659 0.2547 0.2734 0.3880 0.2430 0.2441 0.1940 0.1820 0.4411 0.4231



(4)
Density functional theory data (ωB97M-V with the def2-TZVPD basis set) for a molecular structure, C2HN5 at a distorted geometry.

Positions of all 8 atoms, in Å:
C -1.9122 0.2947 -0.0296
C -0.5303 0.1007 -0.0959
H 2.3473 -1.0104 -0.0095
N -3.0810 -0.0027 0.1142
N 0.2526 1.3141 -0.1262
N 1.4351 0.7932 0.1748
N 1.3472 -0.4949 0.0346
N 0.1413 -0.9947 -0.0624

Cartesian forces (eV/Å) of the 3 atoms listed first:
-7.805 -3.348 0.639
0.096 4.645 -1.015
-3.633 1.026 0.368

Summary:
Relative energy (zero: lowest compared OMol25 entry of this formula, charge and spin) (eV): 0.953
E_tot (eV): -9537.409
Total charge: 0
Gap between HOMO and LUMO (eV): 11.2
LUMO (eV): 0.12

Formally, the natural (NBO) partial charges of the atoms, in units of the elementary charge, are as follows: 0.2312 0.1208 0.4448 -0.2208 -0.1957 -0.0250 -0.1652 -0.1902



(5)
Density functional theory data (ωB97M-V with the def2-TZVPD basis set) for a molecular structure, C4H3LiOPt at a distorted geometry.

Positions of all 10 atoms, in Å:
C -1.1193 -0.2811 -1.6602
C -0.8007 -1.5665 -1.2890
H -1.3568 -0.1298 -2.7439
H -0.9597 -2.4030 -1.9924
Pt 1.0492 2.1922 2.2153
C -0.1960 1.2692 0.9841
C 0.4049 0.1223 1.0530
O 1.1669 -0.7924 1.2516
H -1.1216 1.5834 0.5119
Li 2.9332 0.0057 1.6695

Cartesian forces (eV/Å) of the 3 atoms listed first:
0.778 -2.948 -0.286
-1.002 2.472 -1.034
-0.018 0.415 0.821

Summary:
E_tot (eV): -9686.479
Total charge: 0
Multiplicity: 3
Gap between HOMO and LUMO (alpha / beta) (eV): 6.2 / 5.2
LUMO (alpha / beta) (eV): -0.87 / -1.87

Formally, the natural (NBO) partial charges of the atoms, in units of the elementary charge, are as follows: -0.1740 -0.1679 0.1611 0.1589 -0.2595 -0.6552 0.5414 -0.7415 0.2498 0.8869



(6)
Density functional theory data (ωB97M-V with the def2-TZVPD basis set) for a molecular structure, C6H27B2N5NiO3 at a distorted geometry.

Positions of all 44 atoms, in Å:
Ni -0.3033 0.8111 -0.0254
B -0.9141 2.9212 0.1232
H -1.3422 3.9013 0.2657
H -0.2527 2.6999 0.9464
H -1.6705 2.1611 0.0028
H -0.4215 2.8527 -0.8344
B -2.4529 0.1988 -2.0977
H -1.8009 0.0305 -1.2546
H -2.4381 1.2598 -2.2938
H -2.2337 -0.3158 -3.0204
H -3.4857 -0.0047 -1.8606
C 3.3043 -0.1062 2.3683
C 2.3324 -0.2011 1.1788
C 1.4872 -1.4739 1.1354
O 0.4372 -1.4103 0.1132
C -0.4219 -2.5478 -0.0859
N 1.3277 0.8739 1.4259
H 4.0960 0.6267 2.2127
H 3.7147 -1.0923 2.5859
H 2.7101 0.0261 3.2724
H 2.8555 -0.1798 0.2228
H 1.0274 -1.6138 2.1137
H 2.0928 -2.3801 1.1326
H 0.2751 -3.2473 -0.5475
H -1.2153 -2.2722 -0.7806
H -0.7655 -2.9039 0.8854
H 1.0659 0.7956 2.3982
H 1.7972 1.7682 1.4322
C -2.5799 -0.5832 1.6338
O -1.5887 -0.0454 1.1449
N -3.2295 -0.0435 2.5655
N -3.2072 -1.5788 1.0939
H -4.1657 -0.3655 2.7655
H -2.8881 0.8844 2.7719
H -3.7248 -2.3050 1.5679
H -3.0508 -1.6210 0.0970
C 1.6289 0.5302 -2.7148
O 0.8622 0.4492 -1.7354
N 2.7060 1.2559 -2.6522
N 1.4325 -0.0602 -3.8262
H 3.0814 1.5739 -1.7701
H 3.2399 1.3916 -3.4987
H 0.5576 -0.5601 -3.8937
H 2.1212 -0.1002 -4.5639

Cartesian forces (eV/Å) of the 3 atoms listed first:
0.424 -0.661 -1.009
0.299 0.305 0.009
-1.771 3.367 0.476

Summary:
Relative energy (zero: lowest compared OMol25 entry of this formula, charge and spin) (eV): 0.875
E_tot (eV): -62642.675
Total charge: -1
Multiplicity: 4
Gap between HOMO and LUMO (alpha / beta) (eV): 1.9 / 7.8
LUMO (alpha / beta) (eV): 2.37 / 2.25

Formally, the natural (NBO) partial charges of the atoms, in units of the elementary charge, are as follows: 1.5730 -0.9542 0.0411 -0.0281 0.0061 0.0171 -0.7779 -0.1169 0.0140 -0.0331 -0.0308 -0.7360 -0.2406 -0.0854 -0.5831 -0.2499 -0.8636 0.2194 0.2061 0.1849 0.2149 0.1501 0.1805 0.1767 0.2263 0.1623 0.3698 0.3891 0.7819 -0.7442 -0.7894 -0.8562 0.3922 0.4211 0.3920 0.4440 0.6293 -0.7981 -0.9627 -0.8184 0.3684 0.3212 0.4212 0.3664



(7)
Density functional theory data (ωB97M-V with the def2-TZVPD basis set) for a molecular structure, C11H23B at a distorted geometry.

Positions of all 35 atoms, in Å:
B 1.2105 1.3327 -1.5591
C 0.6291 0.5084 0.2445
C 0.3581 -0.9871 0.2249
C -1.0762 -0.7340 0.7015
C -0.7839 0.8166 0.7611
C 2.2564 2.3668 -1.3564
C 0.8734 0.7413 -2.9408
C -2.1063 -1.3072 -0.2471
C -0.7448 1.3354 2.2073
C -1.6170 1.7412 -0.1546
C 0.5202 -3.2267 1.5747
C 1.2475 -1.9320 1.0837
H 1.5816 0.8080 0.7530
H 0.2660 -1.4136 -0.7156
H -1.2474 -1.1633 1.7282
H 3.0548 1.6619 -1.2235
H 2.0825 3.0587 -0.5477
H 2.2606 2.9467 -2.2190
H 1.5955 0.9518 -3.7507
H -0.0647 1.1683 -3.3448
H 0.7923 -0.2643 -2.8199
H -1.7210 -1.1526 -1.2728
H -3.1280 -0.8033 -0.1277
H -2.4291 -2.3100 -0.0765
H -1.7936 1.5737 2.6286
H -0.1656 2.3510 2.1192
H -0.2722 0.5316 2.9447
H -2.7139 1.5963 0.0013
H -1.3226 1.3679 -1.1447
H -1.3756 2.8391 0.0096
H -0.5455 -2.9922 1.5672
H 1.0439 -3.4893 2.5700
H 0.7312 -4.0276 0.9023
H 2.1554 -2.1973 0.6042
H 1.5475 -1.3217 2.0514

Cartesian forces (eV/Å) of the 3 atoms listed first:
-2.023 -2.131 3.065
2.402 1.398 -3.682
0.571 -0.483 1.970

Summary:
Relative energy (zero: lowest compared OMol25 entry of this formula, charge and spin) (eV): 0.826
E_tot (eV): -12453.216
Total charge: 0
Gap between HOMO and LUMO (eV): 8.9
LUMO (eV): 0.62

Formally, the natural (NBO) partial charges of the atoms, in units of the elementary charge, are as follows: 0.9639 -0.4195 -0.2422 -0.2182 -0.0559 -1.0854 -1.0717 -0.6166 -0.6048 -0.6159 -0.6157 -0.3758 0.2110 0.1827 0.2010 0.2688 0.2433 0.2280 0.2318 0.2620 0.2365 0.2005 0.2051 0.2193 0.2068 0.2081 0.2136 0.2126 0.2100 0.2138 0.2085 0.2127 0.2011 0.2003 0.1803



(8)
Density functional theory data (ωB97M-V with the def2-TZVPD basis set) for a molecular structure, C22H33BF4N3OOsSSi at a distorted geometry.

Positions of all 67 atoms, in Å:
Os 13.4417 8.3773 9.2079
C 13.2537 8.6711 11.2436
Si 11.7981 7.6364 11.7758
C 11.6627 6.3143 10.4227
N 11.6712 6.7386 8.9777
C 10.4924 7.5916 8.5594
C 9.3650 6.6758 7.9663
C 9.8891 6.1914 6.5987
C 11.4359 5.9383 6.6557
C 11.7930 5.5879 8.0962
C 12.2083 6.7642 13.3653
C 13.2373 5.8361 13.5188
C 13.5785 5.2840 14.7455
C 12.9781 5.7391 15.8828
C 11.8767 6.5892 15.7872
C 11.4573 7.0199 14.5384
C 10.2755 8.5880 11.9683
C 9.0002 8.0240 11.8847
C 7.9070 8.6492 12.3751
C 7.9881 9.9280 12.8973
C 9.2581 10.5211 13.0784
C 10.3748 9.8782 12.5375
H 13.9849 8.1716 11.8976
H 13.3326 9.7422 11.4921
H 10.7052 5.8011 10.6204
H 12.4297 5.5968 10.5492
H 10.8034 8.2003 7.6881
H 10.0906 8.1503 9.4376
H 8.5125 7.3532 7.8255
H 8.9652 5.9247 8.6479
H 9.6257 6.8710 5.7720
H 9.3514 5.3086 6.3129
H 12.0184 6.7971 6.3702
H 11.7975 5.1280 6.0199
H 12.8199 5.1750 8.1921
H 11.1529 4.7658 8.4339
H 13.9015 5.5421 12.6395
H 14.4509 4.6367 14.8687
H 13.2698 5.3723 16.8401
H 11.3065 6.9567 16.6462
H 10.7468 7.8950 14.5066
H 8.9049 7.0548 11.4030
H 6.9175 8.2119 12.3630
H 7.1102 10.4184 13.2966
H 9.3402 11.4425 13.6274
H 11.3979 10.2068 12.7094
F 14.6432 9.5687 5.5181
B 15.0693 8.9692 6.6333
F 15.2709 9.7919 7.8072
F 16.2304 8.2678 6.5430
F 13.8660 8.0356 7.1203
C 18.0110 8.7784 11.6532
N 16.8243 8.0775 11.1199
C 16.6127 7.8579 9.8846
N 17.4290 8.3049 8.9697
S 15.2556 6.8025 9.4244
H 18.0180 8.7020 12.8017
H 17.9096 9.8247 11.3270
H 18.8666 8.3407 11.2538
H 16.2157 7.5675 11.7180
H 18.0300 9.0283 9.2497
H 17.1288 8.2990 8.0056
C 12.6870 11.2749 8.8351
O 12.3829 9.8611 8.7569
H 13.3334 11.4856 9.7203
H 11.7053 11.7112 9.0501
H 13.1545 11.6312 7.9412

Cartesian forces (eV/Å) of the 3 atoms listed first:
0.143 -0.380 0.177
0.886 0.498 0.021
0.290 -0.473 -0.562

Summary:
Relative energy (zero: lowest compared OMol25 entry of this formula, charge and spin) (eV): 0.097
E_tot (eV): -62592.200
Total charge: +1
Multiplicity: 5
Gap between HOMO and LUMO (alpha / beta) (eV): 9.0 / 7.2
LUMO (alpha / beta) (eV): -2.68 / -4.66

Formally, the natural (NBO) partial charges of the atoms, in units of the elementary charge, are as follows: 1.6174 -1.2091 1.7288 -0.7016 -0.4526 -0.2543 -0.4364 -0.4177 -0.4186 -0.2319 -0.5369 -0.1825 -0.2236 -0.1736 -0.2105 -0.1679 -0.5876 -0.1246 -0.2201 -0.1763 -0.2062 -0.1778 0.2415 0.2600 0.2274 0.2395 0.2254 0.2447 0.2330 0.2124 0.2236 0.2213 0.2210 0.2359 0.2121 0.1994 0.2004 0.2230 0.2218 0.2277 0.2206 0.1958 0.2239 0.2257 0.2261 0.2053 -0.5038 1.3862 -0.5716 -0.5322 -0.5706 -0.4351 -0.5360 0.4177 -0.7354 -0.1759 0.2519 0.2174 0.2186 0.4289 0.3978 0.4590 -0.2523 -0.6659 0.1758 0.2077 0.2139